56
Properties=species:S:1:pos:R:3:lowdin_charge:R:1 method="wB97M-V/def2-TZVPD" lumo_ev="-7.37 / -11.60" e_tot_ev=-60785.3265 total_charge=+2 mol_weight_g_mol=707.028 s_squared=6.02 spin_multiplicity=5
P 0.295 -1.932 0.724 0.7080
P -0.168 1.703 1.505 0.7757
C 0.146 -0.476 -0.441 -0.3850
C 0.367 0.985 -0.059 -0.4026
H -0.817 -0.590 -0.957 0.0712
H 0.934 -0.695 -1.173 0.0549
H 1.412 1.266 -0.230 0.1038
H -0.252 1.612 -0.697 0.0381
C -1.765 2.494 1.358 -0.1773
H -2.084 2.730 2.384 0.0747
H -2.495 1.809 0.903 0.0740
H -1.677 3.405 0.757 0.0770
C 1.120 2.917 1.817 -0.1634
H 0.984 3.744 1.100 0.0874
H 2.115 2.471 1.673 0.0822
H 1.031 3.291 2.843 0.0404
C -0.870 -3.292 0.470 -0.2048
H -0.785 -3.981 1.326 0.0710
H -0.684 -3.859 -0.450 0.0636
H -1.906 -2.926 0.459 0.0707
C 2.002 -2.519 0.612 -0.1938
H 2.698 -1.683 0.728 0.0689
H 2.218 -3.035 -0.333 0.0611
H 2.171 -3.216 1.440 0.0726
Pt -0.221 -0.474 2.231 0.9699
C 0.452 1.286 -2.885 0.0279
C -0.895 1.393 -2.781 0.0315
C -1.830 0.683 -3.711 -0.1151
C -1.413 -0.764 -4.062 -0.1462
C -0.686 -1.552 -3.005 -0.0884
C 0.653 -1.704 -3.001 -0.0886
C 1.572 -0.872 -3.861 -0.1286
C 1.156 0.614 -4.029 -0.1212
C -0.095 -1.884 3.744 -0.2058
H 1.120 1.877 -2.251 0.1386
H -1.390 2.135 -2.149 0.1442
H -1.905 1.238 -4.664 0.1638
H -2.844 0.685 -3.279 0.1412
H -2.331 -1.319 -4.301 0.1389
H -0.821 -0.749 -4.990 0.1231
H -1.327 -2.094 -2.292 0.1202
H 1.155 -2.482 -2.419 0.1167
H 1.640 -1.299 -4.877 0.1457
H 2.595 -0.917 -3.444 0.1341
H 2.088 1.180 -4.179 0.1399
H 0.586 0.734 -4.961 0.1363
H 0.847 -1.650 4.281 0.0351
H -0.065 -2.933 3.413 0.0074
H -0.931 -1.732 4.444 0.0196
F -0.995 -0.115 6.051 -0.4113
Te -0.163 1.452 5.317 1.9053
F 1.527 0.593 4.946 -0.4530
F 0.615 3.118 4.740 -0.4366
F -1.763 2.472 5.562 -0.4163
F 0.458 1.897 7.071 -0.4024
O -0.780 0.959 3.584 -0.6943

159
Properties=species:S:1:pos:R:3:lowdin_charge:R:1 method="wB97M-V/def2-TZVPD" lumo_ev="-2.43 / -6.67" e_tot_ev=-77630.2563 total_charge=+1 mol_weight_g_mol=869.281 s_squared=0.75 spin_multiplicity=2
C -9.254 -18.389 31.058 -0.0622
C -10.126 -17.196 30.593 -0.2765
O -10.823 -17.660 29.422 -0.0754
H -9.159 -18.345 32.143 0.0452
H -8.248 -18.238 30.666 0.0637
H -9.568 -19.394 30.778 0.0508
H -9.606 -16.238 30.580 0.1043
H -10.892 -17.071 31.359 0.0604
H -11.118 -16.890 28.929 0.0220
C -3.530 -21.604 30.477 0.0007
C -4.805 -21.719 31.374 -0.4003
C -5.929 -21.111 30.529 -0.1554
C -7.316 -21.478 31.039 -0.1557
C -7.425 -23.011 31.139 -0.0962
C -6.396 -23.669 32.064 -0.4544
N -5.055 -23.160 31.723 0.0708
O -4.065 -23.727 32.454 0.1252
C -6.724 -23.439 33.566 0.0419
C -6.301 -25.122 31.664 -0.0072
C -4.739 -20.663 32.537 0.0005
H -3.471 -20.648 29.956 0.0957
H -3.597 -22.369 29.704 0.0945
H -2.665 -21.686 31.135 0.0925
H -5.814 -20.031 30.442 0.1283
H -5.793 -21.447 29.502 0.1273
H -7.984 -21.028 30.305 0.1155
H -7.491 -20.905 31.950 0.1072
H -7.350 -23.355 30.108 0.1361
H -8.427 -23.216 31.515 0.1134
H -6.501 -22.461 33.993 0.0788
H -7.736 -23.750 33.828 0.0909
H -6.033 -24.021 34.176 0.0912
H -7.302 -25.553 31.627 0.1021
H -5.797 -25.261 30.707 0.1090
H -5.926 -25.679 32.522 0.0966
H -4.247 -19.752 32.197 0.0765
H -4.099 -21.013 33.347 0.0977
H -5.718 -20.395 32.933 0.0632
H -3.731 -24.309 31.768 0.1519
C -11.605 -19.364 34.772 -0.0486
O -10.281 -19.938 35.117 -0.1969
C -9.267 -18.967 35.401 -0.2118
C -8.052 -19.751 35.847 -0.2241
N -7.095 -18.915 36.450 -0.0786
C -5.863 -19.665 36.707 -0.1816
C -5.938 -20.868 37.670 -0.2112
O -6.367 -21.989 36.943 -0.2111
C -6.668 -23.147 37.661 -0.1068
H -12.275 -20.219 34.866 0.0839
H -11.724 -19.071 33.729 0.0586
H -11.991 -18.666 35.515 0.0922
H -9.640 -18.266 36.148 0.1271
H -9.026 -18.475 34.458 0.0846
H -7.536 -20.166 34.981 0.1139
H -8.341 -20.569 36.507 0.1274
H -7.411 -18.713 37.388 0.1236
H -5.208 -18.901 37.127 0.1248
H -5.513 -20.084 35.764 0.1087
H -6.576 -20.600 38.512 0.1274
H -4.949 -21.018 38.103 0.1244
H -6.824 -24.003 37.005 0.0734
H -7.517 -22.973 38.321 0.0950
H -5.873 -23.468 38.334 0.0887
C -8.395 -7.400 33.639 -0.0943
O -8.692 -8.078 32.407 -0.1994
C -7.588 -8.671 31.734 -0.2301
C -8.133 -9.584 30.642 -0.1902
N -7.251 -10.746 30.350 -0.0582
C -7.270 -11.875 31.341 -0.1631
C -8.269 -12.998 30.941 -0.2023
O -8.349 -13.442 29.573 -0.2101
C -7.356 -14.411 29.356 -0.1116
H -7.705 -7.993 34.240 0.0778
H -9.316 -7.391 34.221 0.0833
H -8.015 -6.382 33.549 0.0836
H -6.983 -9.240 32.440 0.1101
H -6.978 -7.911 31.245 0.1210
H -8.283 -9.010 29.728 0.1200
H -9.078 -9.935 31.055 0.1085
H -7.449 -11.125 29.435 0.0881
H -7.654 -11.517 32.296 0.1152
H -6.268 -12.301 31.394 0.1010
H -9.272 -12.670 31.216 0.1156
H -8.118 -13.896 31.540 0.0900
H -7.559 -15.225 30.051 0.0550
H -6.365 -14.030 29.603 0.0931
H -7.450 -14.832 28.355 0.0963
C -9.825 -15.702 33.903 -0.0671
O -8.423 -15.332 33.949 -0.1938
C -7.805 -15.612 35.164 -0.2520
C -6.296 -15.688 35.046 -0.1951
N -5.686 -16.922 34.556 -0.0234
C -6.014 -17.343 33.161 -0.1708
C -5.666 -16.193 32.182 -0.2272
O -5.521 -16.595 30.856 -0.2003
C -4.230 -17.091 30.491 -0.0747
H -9.889 -16.784 33.789 0.0509
H -10.169 -15.357 32.928 0.0743
H -10.458 -15.351 34.719 0.0975
H -8.209 -16.541 35.566 0.0898
H -8.057 -14.828 35.879 0.1261
H -5.954 -15.611 36.078 0.1179
H -6.105 -14.727 34.567 0.1204
H -6.097 -17.658 35.112 0.0445
H -7.018 -17.710 32.948 0.0923
H -5.483 -18.273 32.960 0.0674
H -4.885 -15.565 32.610 0.1284
H -6.505 -15.505 32.278 0.0949
H -4.095 -17.671 29.578 0.0868
H -3.853 -17.682 31.326 0.0664
H -3.623 -16.186 30.481 0.0933
C -12.698 -19.756 31.085 -0.0728
O -12.590 -21.001 31.809 -0.1934
C -11.260 -21.456 32.043 -0.2339
C -11.171 -22.766 32.852 -0.1939
N -11.816 -23.881 32.160 -0.0620
C -11.956 -24.940 33.145 -0.2176
C -10.682 -25.604 33.568 -0.1769
O -10.241 -24.984 34.800 -0.1978
C -9.242 -25.652 35.451 -0.1555
H -13.757 -19.498 31.056 0.0907
H -12.264 -19.869 30.091 0.0912
H -12.275 -18.916 31.635 0.0553
H -10.682 -20.648 32.492 0.0920
H -10.857 -21.732 31.069 0.1133
H -11.751 -22.438 33.715 0.1205
H -10.120 -23.028 32.975 0.0975
H -12.665 -23.629 31.673 0.1145
H -12.539 -25.642 32.549 0.1188
H -12.702 -24.607 33.867 0.1301
H -9.876 -25.403 32.862 0.1090
H -10.810 -26.684 33.642 0.1256
H -9.638 -26.553 35.920 0.0933
H -8.970 -25.037 36.309 0.0830
H -8.383 -25.906 34.829 0.0788
C -15.736 -14.694 34.187 -0.1227
O -14.765 -15.714 34.264 -0.2037
C -13.570 -15.549 33.371 -0.1600
C -13.934 -15.845 31.908 -0.1952
N -12.814 -15.615 31.006 -0.0564
C -12.751 -14.328 30.295 -0.1431
C -11.752 -14.470 29.068 -0.1876
O -12.131 -15.520 28.175 -0.1988
C -11.331 -15.465 27.061 -0.1262
H -15.258 -13.797 34.582 0.0868
H -16.514 -15.043 34.867 0.0906
H -16.192 -14.538 33.209 0.0767
H -12.715 -16.162 33.655 0.0909
H -13.078 -14.584 33.497 0.1102
H -14.824 -15.269 31.652 0.1038
H -14.213 -16.897 31.849 0.1149
H -12.644 -16.360 30.345 0.0813
H -12.373 -13.503 30.898 0.1090
H -13.724 -13.983 29.945 0.1110
H -10.690 -14.340 29.276 0.0988
H -11.838 -13.519 28.541 0.1187
H -11.302 -16.407 26.512 0.1064
H -10.327 -15.147 27.343 0.0871
H -11.662 -14.631 26.442 0.0986

13
Properties=species:S:1:pos:R:3:nbo_charge:R:1 method="wB97M-V/def2-TZVPD" lumo_ev=1.02 e_tot_ev=-7798.6088 relative_energy_kcal_mol=23.9 smiles="C[C@H]1COC=N1" total_charge=0 mol_weight_g_mol=85.106
C -1.371 -0.755 0.338 -0.6139
C -0.345 -0.039 -0.539 -0.1084
C 0.297 1.225 0.055 -0.0973
O 1.541 0.751 0.601 -0.4967
C 1.748 -0.425 -0.044 0.3742
N 0.819 -0.929 -0.740 -0.4692
H -1.677 -1.682 -0.157 0.2244
H -2.261 -0.136 0.496 0.2077
H -0.950 -1.020 1.315 0.2098
H -0.808 0.204 -1.499 0.2018
H -0.289 1.725 0.830 0.1971
H 0.548 1.941 -0.737 0.1815
H 2.738 -0.857 0.094 0.1889

10
Properties=species:S:1:pos:R:3:nbo_charge:R:1 method="wB97M-V/def2-TZVPD" lumo_ev=-1.33 e_tot_ev=-17578.1069 relative_energy_kcal_mol=37.5 smiles="O=c1cccpo1" total_charge=0 mol_weight_g_mol=114.040
O 1.075 -2.294 1.331 -0.6438
C 0.479 -1.297 0.494 0.6955
C 0.603 0.096 0.850 -0.2766
C -0.104 1.052 0.159 -0.1700
C -0.735 0.818 -1.084 -0.6732
P -0.853 -0.790 -1.767 1.0529
O -0.118 -1.640 -0.609 -0.7183
H 1.101 0.391 1.838 0.2598
H -0.146 2.148 0.457 0.2307
H -1.302 1.517 -1.669 0.2430

72
Properties=species:S:1:pos:R:3:lowdin_charge:R:1 method="wB97M-V/def2-TZVPD" lumo_ev=-8.70 e_tot_ev=-123415.4285 relative_energy_kcal_mol=95.1 total_charge=+2 mol_weight_g_mol=718.669
C -3.332 -2.052 6.509 -0.0042
C -3.309 -2.324 5.122 -0.2204
C -4.157 -3.337 4.664 -0.0289
C -4.969 -4.022 5.595 -0.1250
N -5.002 -3.752 6.894 0.0700
C -4.182 -2.806 7.335 -0.1271
C -2.472 -1.620 4.116 0.0952
C -1.828 -0.819 3.411 0.0308
C -0.682 -0.035 3.061 -0.2367
C -0.552 1.380 3.221 0.0218
C 0.532 2.078 2.700 -0.0887
C 1.506 1.252 2.153 -0.6714
C 1.496 -0.155 2.058 -0.2981
C 0.359 -0.778 2.548 -0.1240
Pb 0.798 -1.105 -0.673 1.5474
P 0.428 2.850 -1.314 0.9070
H -4.262 -3.662 3.621 0.1138
H -2.747 -1.292 7.041 0.1194
H -5.620 -4.835 5.271 0.1127
H -4.207 -2.654 8.409 0.1142
H 0.277 -1.874 2.495 0.1265
H -1.311 1.952 3.734 0.1292
H 2.342 -0.808 1.700 0.0422
H 0.678 3.156 2.660 0.1171
C 1.077 3.477 -2.944 -0.4133
C 0.063 3.929 -3.963 -0.1568
H 1.631 2.599 -3.338 0.0543
H 1.819 4.253 -2.711 0.0858
H 0.622 4.394 -4.772 0.0851
H -0.479 3.089 -4.394 0.0588
H -0.668 4.649 -3.609 0.0594
C -1.212 2.125 -1.675 -0.4526
C -2.324 2.356 -0.672 -0.1425
H -0.912 1.055 -1.629 -0.0225
H -1.528 2.351 -2.711 0.0789
H -3.212 1.774 -0.976 0.0856
H -2.035 2.002 0.331 0.0659
H -2.636 3.407 -0.595 0.0819
C 0.024 4.409 -0.427 -0.4274
C -0.384 5.647 -1.234 -0.1396
H 0.983 4.652 0.046 0.0623
H -0.735 4.197 0.349 0.0689
H -0.513 6.495 -0.536 0.0884
H 0.421 5.894 -1.929 0.0666
H -1.336 5.535 -1.777 0.0736
Br 2.954 2.093 1.290 0.8047
P 1.495 -2.473 -2.921 1.0472
C 0.864 -0.772 -3.398 -0.4866
C 0.318 -0.855 -4.832 -0.1296
H 1.666 -0.018 -3.375 0.0836
H -0.005 -0.393 -2.785 0.0181
H -0.471 -0.089 -4.998 0.0949
H 1.125 -0.683 -5.567 0.0993
H -0.119 -1.855 -5.001 0.0736
C 3.298 -2.239 -2.417 -0.4062
C 4.169 -3.236 -3.213 -0.1422
H 3.472 -2.347 -1.324 0.0763
H 3.579 -1.208 -2.694 0.0888
H 5.215 -2.886 -3.172 0.0947
H 4.129 -4.252 -2.788 0.0865
H 3.861 -3.304 -4.257 0.0721
C 0.510 -3.101 -1.443 -0.6454
C -0.558 -4.099 -1.825 -0.1007
H -0.290 -2.340 -1.045 -0.0432
H 1.152 -3.498 -0.636 0.1134
H -0.916 -4.561 -0.892 0.1109
H -1.372 -3.503 -2.249 0.0996
H -0.178 -4.833 -2.543 0.1004
N 4.284 -0.714 1.974 -0.0444
H 4.156 -1.546 2.613 0.0634
H 3.925 0.153 2.416 -0.0545
H 5.283 -0.470 1.917 0.0419

36
Properties=species:S:1:pos:R:3:nbo_charge:R:1 method="wB97M-V/def2-TZVPD" lumo_ev=2.86 e_tot_ev=-38001.3031 relative_energy_kcal_mol=0.0 total_charge=-1 mol_weight_g_mol=308.741
C -5.376 0.608 0.674 -0.6210
C -4.077 1.248 0.238 -0.0699
O -3.018 0.669 1.031 -0.5432
C -1.788 1.158 0.736 0.7156
C -0.753 0.384 1.453 -0.2987
N 0.488 0.672 1.254 -0.3491
C 1.548 0.005 1.588 -0.1493
C 2.901 0.470 1.360 -0.0215
C 3.959 -0.469 1.399 -0.2291
C 5.270 -0.070 1.187 -0.2329
C 5.544 1.288 0.959 -0.1092
Cl 7.165 1.784 0.733 -0.0376
C 4.509 2.237 0.914 -0.2245
C 3.183 1.824 1.092 -0.2195
O -1.580 2.081 -0.032 -0.6730
H -6.172 0.903 -0.015 0.1994
H -5.319 -0.488 0.686 0.2050
H -5.662 0.951 1.677 0.2042
H -3.878 1.043 -0.826 0.1721
H -4.104 2.335 0.404 0.1872
H -1.128 -0.384 2.146 0.1334
H 1.446 -1.008 2.024 0.1135
H 3.718 -1.514 1.585 0.2029
H 6.081 -0.794 1.199 0.2079
H 4.751 3.282 0.740 0.2094
H 2.366 2.541 1.038 0.2353
C -0.813 -3.040 -1.856 -0.1171
C -1.763 -1.891 -1.871 -0.1295
C -1.474 -1.101 -2.928 -0.3246
C -0.299 -1.634 -3.652 0.7485
O 0.291 -1.222 -4.634 -0.5727
O 0.081 -2.795 -2.981 -0.4992
H -0.232 -3.091 -0.925 0.2191
H -1.322 -4.005 -1.990 0.1948
H -2.573 -1.776 -1.149 0.2343
H -1.965 -0.199 -3.257 0.2389

115
Properties=species:S:1:pos:R:3:lowdin_charge:R:1 method="wB97M-V/def2-TZVPD" lumo_ev="1.94 / 1.58" e_tot_ev=-106549.3672 relative_energy_kcal_mol=54.6 total_charge=-1 mol_weight_g_mol=933.579
Rb -0.810 -0.818 -0.622 0.8648
C -0.926 4.487 4.616 -0.1703
C -0.586 3.334 3.693 -0.8485
S -1.805 2.224 3.350 0.5999
C 0.740 3.271 3.192 -0.8410
C 1.695 4.373 3.605 -0.1666
S 1.339 2.077 2.170 0.6344
H -1.989 4.474 4.844 0.0412
H -0.672 5.454 4.175 0.0661
H -0.373 4.417 5.558 0.0708
H 1.747 4.486 4.691 0.0664
H 1.382 5.342 3.202 0.0718
H 2.692 4.156 3.230 0.0436
O -0.229 -1.000 -3.019 -0.6372
N 0.534 -2.203 -3.144 -0.2961
C 3.431 -1.801 -4.632 -0.0915
C 2.895 -3.212 -4.547 -0.2859
O 2.676 -3.647 -3.198 -0.2077
P 1.616 -2.827 -2.294 0.4643
O 2.491 -1.844 -1.364 -0.2244
C 3.436 -2.328 -0.405 -0.2804
C 3.981 -1.148 0.366 -0.0685
O 1.361 -4.010 -1.211 -0.2292
C 0.260 -4.897 -1.409 -0.2795
C -0.239 -5.347 -0.055 -0.0733
H 3.654 -1.550 -5.672 0.0760
H 4.343 -1.682 -4.044 0.0794
H 2.676 -1.104 -4.273 0.0520
H 3.610 -3.929 -4.958 0.1080
H 1.954 -3.287 -5.093 0.1058
H 4.233 -2.858 -0.938 0.1186
H 2.931 -3.034 0.255 0.0903
H 4.474 -0.433 -0.294 0.0751
H 4.713 -1.493 1.101 0.0758
H 3.179 -0.633 0.897 0.0640
H 0.602 -5.751 -2.004 0.1157
H -0.521 -4.382 -1.974 0.1093
H 0.562 -5.831 0.508 0.0768
H -1.059 -6.059 -0.168 0.0769
H -0.597 -4.493 0.515 0.0365
C -0.247 -1.027 3.277 -0.0292
C 0.727 -1.861 2.501 -0.5912
N 1.670 -2.531 3.224 0.1733
O 0.682 -1.963 1.285 -0.1110
H -0.269 -1.269 4.339 0.0871
H -1.240 -1.153 2.852 0.0591
H 0.013 0.029 3.149 -0.0116
H 1.818 -2.298 4.188 0.0962
H 2.425 -2.952 2.707 0.0992
C 1.251 3.504 -1.336 -0.1959
N 1.217 2.103 -1.734 -0.0893
C 1.057 2.017 -3.187 -0.1633
N 2.146 2.722 -3.891 -0.0805
C 2.150 4.113 -3.443 -0.1916
N 2.333 4.252 -1.995 -0.0852
C 3.595 3.595 -1.633 -0.1830
N 3.631 2.189 -2.031 -0.0786
C 2.501 1.501 -1.379 -0.1773
C 3.417 2.122 -3.479 -0.1751
H 1.375 3.566 -0.253 0.0865
H 0.300 3.973 -1.610 0.0960
H 0.110 2.488 -3.471 0.1113
H 1.002 0.960 -3.470 0.1053
H 1.198 4.575 -3.721 0.1168
H 2.960 4.648 -3.951 0.1161
H 3.721 3.658 -0.549 0.1236
H 4.420 4.124 -2.120 0.1167
H 2.630 1.564 -0.296 0.0757
H 2.493 0.456 -1.683 0.1094
H 3.428 1.078 -3.786 0.1089
H 4.235 2.647 -3.983 0.1181
N -2.609 -2.689 0.798 0.2438
C -3.339 -2.441 1.787 -0.3231
C -3.312 -3.389 2.946 -0.1697
C -4.460 -3.628 3.693 -0.0299
C -4.423 -4.527 4.749 -0.0805
C -3.240 -5.181 5.063 -0.0914
C -2.093 -4.939 4.321 -0.0687
C -2.124 -4.044 3.263 -0.0231
C -4.186 -1.213 1.802 -0.1816
C -4.300 -0.464 2.972 -0.0494
C -5.046 0.704 2.971 -0.0927
C -5.685 1.114 1.809 -0.0828
C -5.563 0.374 0.644 -0.0772
C -4.807 -0.788 0.634 -0.0283
H -5.377 -3.109 3.447 0.1183
H -5.318 -4.714 5.328 0.1006
H -3.212 -5.877 5.892 0.0986
H -1.166 -5.442 4.568 0.1044
H -1.234 -3.842 2.682 0.0956
H -3.780 -0.775 3.868 0.1205
H -5.092 1.309 3.866 0.0998
H -6.260 2.033 1.810 0.1031
H -6.031 0.711 -0.272 0.1072
H -4.685 -1.355 -0.279 0.1191
C -3.936 4.765 -6.553 -0.0575
C -3.488 4.143 -5.259 -0.2784
C -2.766 4.881 -4.325 -0.0437
C -2.351 4.312 -3.132 -0.0880
C -2.675 2.990 -2.859 -0.3790
C -3.377 2.229 -3.778 -0.0447
C -3.780 2.815 -4.969 -0.0319
S -2.061 2.187 -1.385 0.8981
C -2.905 3.185 -0.160 -0.2151
O -2.716 0.835 -1.348 -0.6675
H -3.368 5.670 -6.770 0.0716
H -4.993 5.037 -6.517 0.0793
H -3.802 4.076 -7.387 0.0772
H -2.507 5.912 -4.541 0.1096
H -1.763 4.893 -2.431 0.1018
H -3.564 1.186 -3.559 0.1127
H -4.316 2.216 -5.698 0.1144
H -3.979 3.102 -0.322 0.0611
H -2.571 4.217 -0.264 0.0550
H -2.616 2.807 0.822 -0.0074